{"formula": "C46H79BrClN8O6P3", "method": "ωB97M-V/def2-TZVPD", "total_charge": 0, "smiles": "COCCCCCCCCCCCc1c(Cl)cc2c(c1Br)C(=O)c1c(cc(CCCCn3cccc3)cc1P(N)O)C2=O.CN(C)P(=O)(N(C)C)N(C)C.CN(C)P(=O)(N(C)C)N(C)C", "multiplicity": 1, "total_energy_ev": -183583.2744, "gap_ha": 0.2170, "e_lumo_ha": -0.0617, "symbols": ["C", "O", "C", "C", "C", "C", "C", "C", "C", "C", "C", "C", "C", "C", "C", "Cl", "C", "C", "C", "C", "Br", "C", "O", "C", "C", "C", "C", "C", "C", "C", "C", "N", "C", "C", "C", "C", "C", "C", "P", "N", "O", "C", "O", "H", "H", "H", "H", "H", "H", "H", "H", "H", "H", "H", "H", "H", "H", "H", "H", "H", "H", "H", "H", "H", "H", "H", "H", "H", "H", "H", "H", "H", "H", "H", "H", "H", "H", "H", "H", "H", "H", "H", "H", "H", "H", "H", "O", "P", "N", "C", "C", "N", "C", "C", "N", "C", "C", "H", "H", "H", "H", "H", "H", "H", "H", "H", "H", "H", "H", "H", "H", "H", "H", "H", "H", "O", "P", "N", "C", "C", "N", "C", "C", "N", "C", "C", "H", "H", "H", "H", "H", "H", "H", "H", "H", "H", "H", "H", "H", "H", "H", "H", "H", "H"], "positions_angstrom": [[4.909, 0.750, 1.451], [5.818, 0.775, 0.282], [5.153, 1.422, -0.879], [4.172, 0.379, -1.727], [4.931, -1.075, -2.038], [4.757, -2.162, -0.821], [3.806, -3.453, -1.176], [2.201, -3.219, -0.932], [1.791, -2.843, 0.618], [0.585, -3.780, 1.242], [-0.143, -3.112, 2.579], [-1.091, -4.217, 3.334], [-2.704, -3.967, 3.188], [-3.173, -3.232, 1.799], [-3.182, -3.956, 0.299], [-2.615, -5.756, 0.291], [-3.653, -3.205, -1.092], [-4.150, -1.643, -1.035], [-4.182, -0.925, 0.475], [-3.705, -1.679, 1.861], [-3.764, -0.612, 3.599], [-4.741, 0.651, 0.465], [-5.602, 1.134, 1.378], [-4.174, 1.565, -0.815], [-4.109, 0.847, -2.325], [-3.548, 1.672, -3.630], [-3.047, 3.258, -3.452], [-2.536, 4.054, -4.793], [-0.910, 4.202, -4.936], [-0.067, 4.000, -3.544], [0.257, 2.398, -3.191], [0.723, 2.358, -1.751], [1.603, 3.455, -1.124], [1.994, 3.284, 0.464], [1.212, 1.862, 0.748], [0.468, 1.329, -0.649], [-3.130, 3.918, -1.931], [-3.663, 3.116, -0.589], [-3.713, 3.861, 1.190], [-4.197, 5.577, 1.184], [-2.037, 3.721, 1.749], [-4.616, -0.747, -2.366], [-5.369, -1.247, -3.370], [5.261, -0.141, 2.132], [4.904, 1.756, 2.067], [3.816, 0.502, 1.065], [4.451, 2.264, -0.438], [5.939, 1.959, -1.571], [3.152, 0.160, -1.180], [3.972, 0.892, -2.762], [4.650, -1.492, -3.103], [6.090, -0.797, -2.105], [5.852, -2.575, -0.587], [4.336, -1.680, 0.159], [4.139, -4.367, -0.494], [4.075, -3.770, -2.291], [1.885, -2.295, -1.612], [1.649, -4.173, -1.346], [2.784, -2.986, 1.264], [1.414, -1.728, 0.664], [-0.215, -4.121, 0.448], [1.122, -4.768, 1.645], [0.755, -2.878, 3.329], [-0.656, -2.080, 2.367], [-0.887, -5.337, 3.019], [-0.828, -4.163, 4.496], [-3.207, -5.049, 3.177], [-3.165, -3.437, 4.153], [-3.656, -3.751, -2.150], [-3.514, 1.139, -4.697], [-2.905, 3.472, -5.767], [-3.048, 5.129, -4.870], [-0.429, 3.497, -5.755], [-0.696, 5.316, -5.302], [-0.509, 4.584, -2.615], [1.009, 4.482, -3.729], [1.196, 2.096, -3.861], [-0.639, 1.687, -3.441], [2.044, 4.412, -1.653], [2.639, 3.969, 1.178], [1.200, 1.280, 1.780], [-0.153, 0.319, -0.778], [-2.780, 5.032, -1.825], [-5.216, 5.606, 1.470], [-3.683, 6.002, 2.007], [-1.478, 4.065, 0.971], [4.578, 3.807, -4.317], [5.441, 4.752, -5.189], [5.927, 3.501, -6.226], [7.130, 2.707, -6.207], [4.865, 2.831, -6.976], [6.538, 5.052, -3.907], [7.834, 4.423, -3.738], [5.925, 5.213, -2.578], [6.432, 5.838, -6.192], [6.871, 5.638, -7.562], [6.886, 7.118, -5.659], [7.358, 2.326, -7.210], [7.051, 1.855, -5.521], [8.018, 3.286, -5.959], [4.400, 3.537, -7.670], [4.086, 2.432, -6.316], [5.229, 1.990, -7.579], [7.750, 3.336, -3.612], [8.364, 4.813, -2.860], [8.494, 4.660, -4.577], [5.724, 4.248, -2.105], [4.982, 5.769, -2.651], [6.571, 5.795, -1.913], [7.841, 5.132, -7.589], [6.986, 6.585, -8.101], [6.151, 5.067, -8.155], [7.929, 7.057, -5.337], [6.272, 7.442, -4.808], [6.802, 7.923, -6.396], [-4.384, -4.950, 8.203], [-5.907, -5.111, 7.978], [-5.717, -6.538, 7.083], [-5.665, -6.727, 5.654], [-5.114, -7.670, 7.785], [-5.988, -3.696, 7.014], [-6.025, -3.661, 5.565], [-5.169, -2.567, 7.484], [-7.659, -5.297, 7.720], [-8.391, -6.508, 7.390], [-8.546, -4.147, 7.858], [-5.984, -7.740, 5.385], [-4.657, -6.562, 5.253], [-6.372, -6.098, 5.116], [-5.770, -7.994, 8.598], [-4.138, -7.413, 8.213], [-4.956, -8.543, 7.140], [-5.120, -4.094, 5.120], [-6.117, -2.636, 5.185], [-6.916, -4.168, 5.186], [-4.129, -2.659, 7.161], [-5.191, -2.502, 8.580], [-5.561, -1.614, 7.115], [-8.468, -6.631, 6.306], [-9.412, -6.494, 7.787], [-7.937, -7.404, 7.822], [-8.813, -3.743, 6.879], [-8.085, -3.351, 8.456], [-9.471, -4.404, 8.386]], "mulliken_charge": [-0.261, -0.419, 0.200, 0.431, -0.701, 0.080, -0.850, -0.424, 0.111, -0.526, -0.366, -0.583, -0.148, 0.569, 0.151, -0.176, -0.693, 0.325, 0.430, -0.333, -0.108, -0.154, -0.498, -0.126, 0.431, -0.719, 0.543, -0.779, -0.585, -0.428, -0.442, 0.691, -0.134, -0.699, -0.303, -0.454, -0.348, 0.328, 0.267, -0.716, -0.499, 0.121, -0.535, 0.246, 0.237, -0.025, -0.019, -0.080, -0.393, 0.095, 0.331, 0.280, 0.353, -0.235, 0.274, 0.339, 0.118, 0.354, 0.265, -0.149, 0.088, 0.182, 0.363, 0.133, 0.325, 0.284, 0.245, -0.242, 0.316, 0.228, 0.239, 0.331, 0.297, 0.291, 0.237, 0.312, 0.133, 0.214, 0.120, 0.295, 0.228, 0.334, 0.371, 0.321, 0.292, 0.311, -0.769, 0.785, 0.568, -1.269, -1.088, 0.235, -1.211, -0.901, 0.008, -0.940, -1.030, 0.412, 0.277, 0.373, 0.355, 0.121, 0.405, 0.265, 0.449, 0.315, 0.084, 0.295, 0.455, 0.258, 0.350, 0.268, 0.288, 0.300, 0.397, -0.852, 0.913, 0.320, -1.361, -1.161, 0.251, -1.198, -1.059, 0.035, -0.918, -1.002, 0.400, 0.444, 0.382, 0.369, 0.288, 0.346, 0.210, 0.467, 0.322, 0.276, 0.311, 0.392, 0.255, 0.355, 0.259, 0.289, 0.295, 0.402]}